Record 1
Molecular formula: C32H23ClN3O4PPd
Method: DFT, the ωB97M-V functional and the def2-TZVPD basis

Calculated values
Spin multiplicity ... 1
E_HOMO ... 0.0144 hartree
Maximum force ... 0.971 eV/A
Lowest unoccupied orbital energy ... 4.53 eV
Total charge ... -2

Geometry (Å):
Pd1 -0.02515 -0.11006 0.15020
C1 7.06332 -1.06943 0.15334
C2 6.35398 -1.16054 -1.03799
C3 5.01022 -0.78944 -1.08762
C4 4.33113 -0.34705 0.04978
C5 5.06519 -0.26694 1.23623
C6 6.41368 -0.60552 1.29350
P1 2.45253 0.04776 0.20122
C7 1.95758 -0.80329 -1.36836
C8 2.06820 -2.19404 -1.44439
C9 1.71985 -2.89080 -2.59502
C10 1.27842 -2.20903 -3.71951
C11 1.19853 -0.81810 -3.67741
C12 1.54192 -0.12732 -2.52521
C13 2.58705 1.83419 -0.28902
C14 3.77453 2.44417 -0.62645
C15 3.82815 3.82800 -0.91921
C16 2.69846 4.59251 -0.86920
C17 1.45116 4.00744 -0.52554
C18 0.26544 4.78643 -0.46411
C19 -0.91401 4.18272 -0.12297
C20 -0.96629 2.79231 0.13839
C21 0.13824 1.95150 0.06801
C22 1.38011 2.61038 -0.24789
H1 8.10756 -1.36062 0.19482
H2 6.84825 -1.51929 -1.93628
H3 4.47771 -0.85144 -2.03098
H4 4.54708 0.05000 2.13941
H5 6.95209 -0.53295 2.23342
H6 2.40113 -2.74244 -0.57057
H7 1.77110 -3.97411 -2.59987
H8 0.99103 -2.75018 -4.61352
H9 0.85233 -0.26749 -4.54520
H10 1.46361 0.95163 -2.50710
H11 4.68952 1.86939 -0.67124
H12 4.77844 4.27813 -1.18950
H13 2.73620 5.65462 -1.09747
H14 0.31524 5.84955 -0.67759
H15 -1.82130 4.77983 -0.05219
H16 -1.92908 2.37778 0.44083
O1 -4.66640 -3.98803 0.47482
C23 -5.13803 -2.78825 0.28189
O2 -6.31771 -2.49853 0.41576
C24 -4.15736 -1.74377 -0.13983
C25 -4.53206 -0.47698 -0.51206
N1 -3.40558 0.16517 -0.86372
N2 -2.31119 -0.59086 -0.75864
C26 -2.73904 -1.75980 -0.31252
C27 -1.72256 -2.84552 -0.03188
O3 -2.19336 -4.02840 0.01455
O4 -0.53892 -2.51978 0.11764
H17 -3.59847 -3.99807 0.42040
H18 -5.50647 -0.01570 -0.53202
H19 -3.28576 1.11711 -1.16654
Cl1 2.35359 -1.53547 4.54542
C28 0.91861 -0.70226 3.97582
C29 0.50116 0.45314 4.60020
C30 -0.66017 1.04473 4.11623
C31 -1.28729 0.49299 3.01669
N3 -0.82333 -0.57652 2.35889
C32 0.23294 -1.20876 2.88653
H20 1.04970 0.85826 5.43953
H21 -1.05797 1.94245 4.57350
H22 -2.16442 0.96277 2.58568
H23 0.55684 -2.10702 2.37972

The molecule's Mulliken atomic charges, reported in e, are given here: -0.98, -0.38, -0.74, 0.27, -0.71, -0.09, -0.66, 1.35, 0.05, -0.22, -0.60, -0.50, -0.79, -0.09, 1.28, -0.51, -0.89, -0.79, 0.79, -0.87, -0.90, 0.42, -0.67, -0.18, 0.35, 0.37, 0.43, 0.35, 0.37, 0.28, 0.37, 0.32, 0.35, 0.41, 0.26, 0.38, 0.29, 0.28, 0.37, 0.33, -0.57, 0.45, -0.70, 0.55, -0.71, -0.13, -0.29, 0.20, 0.45, -0.89, -0.35, 0.44, 0.50, 0.19, -0.26, 0.47, -0.37, -0.61, -0.51, -0.05, -0.57, 0.39, 0.36, 0.40, 0.50

=====

Record 2
Molecular formula: C56H62As2IrN3O3PS
Method: DFT, the ωB97M-V functional and the def2-TZVPD basis

Calculated values
Spin multiplicity ... 2
E_HOMO (alpha / beta) ... -0.4511 / -0.4510 hartree
Maximum force ... 3.516 eV/A
⟨S²⟩ ... 0.781
Lowest unoccupied orbital energy (alpha / beta) ... -6.44 / -7.77 eV
Total charge ... +2

Geometry (Å):
Ir1 1.44140 0.52906 0.05593
C1 -1.42222 -1.25588 4.64532
C2 -2.17956 -0.23523 3.89187
C3 -3.59851 -0.05332 4.18776
C4 -4.36174 0.90829 3.56660
C5 -3.74932 1.71944 2.65081
C6 -2.33736 1.57316 2.30791
C7 -1.72248 2.56257 1.39413
C8 -1.55246 0.57340 2.91296
N1 -0.25544 0.34986 2.51144
C9 0.71085 0.22304 3.45496
O1 0.68582 0.66783 4.61095
C10 1.96371 -0.50532 2.98957
C11 2.87219 -0.99137 3.90038
C12 3.94320 -1.76328 3.43929
C13 4.02751 -2.05743 2.08639
C14 3.07912 -1.51388 1.25578
N2 2.09634 -0.74458 1.67543
C15 2.97968 -1.84650 -0.16772
O2 3.77189 -2.64118 -0.63485
N3 1.97432 -1.22386 -0.86896
C16 1.56556 -2.00647 -2.06962
C17 1.15416 -3.32180 -1.83507
C18 1.07985 -3.94322 -0.45597
C19 0.83354 -4.14117 -2.91107
C20 0.91240 -3.69081 -4.21306
C21 1.31940 -2.39836 -4.43688
C22 1.65380 -1.55270 -3.37990
C23 2.25316 -0.23251 -3.74425
H1 -2.07941 -2.06821 4.96809
H2 -0.97910 -0.79066 5.54040
H3 -0.60547 -1.67151 4.05566
H4 -4.06136 -0.70024 4.92878
H5 -5.40724 1.03351 3.81000
H6 -4.32263 2.51455 2.17944
H7 -2.41579 2.87516 0.61204
H8 -0.80507 2.18642 0.96023
H9 -1.46651 3.46549 1.96217
H10 2.71899 -0.76134 4.94825
H11 4.68181 -2.14909 4.13368
H12 4.78972 -2.69417 1.65738
H13 1.06993 -3.21120 0.34690
H14 1.94544 -4.59441 -0.29628
H15 0.18187 -4.55196 -0.36168
H16 0.53552 -5.16658 -2.70820
H17 0.67755 -4.35031 -5.04532
H18 1.41975 -2.02813 -5.45411
H19 1.85936 0.11656 -4.69198
H20 3.33520 -0.32456 -3.86430
H21 2.04000 0.49765 -2.98627
C24 -2.29941 0.55502 -0.74334
C25 -2.42258 -0.65309 0.18445
As1 -1.70121 -2.29367 -0.56969
C26 -1.85830 -3.44263 0.99310
C27 -2.88540 -4.36807 1.17952
C28 -2.84901 -5.24390 2.26416
C29 -1.77646 -5.22367 3.14841
C30 -0.75540 -4.29471 2.97496
C31 -0.80407 -3.40392 1.90767
C32 -3.17306 -2.89110 -1.65670
C33 -2.84880 -3.63597 -2.78899
C34 -3.85618 -4.19015 -3.57817
C35 -5.19049 -3.99626 -3.23819
C36 -5.52122 -3.23479 -2.12037
C37 -4.51581 -2.67845 -1.33491
As2 -0.52934 1.09232 -1.39831
C38 -0.70885 3.01899 -1.42214
C39 0.24069 3.82095 -0.79838
C40 0.13012 5.20919 -0.85083
C41 -0.92366 5.79375 -1.54257
C42 -1.87266 4.99367 -2.17285
C43 -1.77081 3.61071 -2.10884
C44 -0.74298 0.81591 -3.29894
C45 -0.30438 1.79859 -4.18396
C46 -0.54232 1.66107 -5.54299
C47 -1.21067 0.53507 -6.02642
C48 -1.62776 -0.45297 -5.14554
C49 -1.38685 -0.31660 -3.78444
H22 -2.68333 1.43659 -0.24948
H23 -2.85567 0.40192 -1.65962
H24 -3.46628 -0.76988 0.46910
H25 -1.84556 -0.51207 1.09467
H26 -3.71234 -4.41722 0.48267
H27 -3.65017 -5.96286 2.40121
H28 -1.73185 -5.93538 3.96641
H29 0.08431 -4.27598 3.66324
H30 -0.01723 -2.66559 1.77759
H31 -1.80737 -3.78417 -3.05515
H32 -3.59818 -4.77932 -4.45135
H33 -5.97545 -4.43415 -3.84593
H34 -6.56221 -3.08546 -1.85324
H35 -4.79018 -2.09110 -0.46643
H36 1.05907 3.36543 -0.25586
H37 0.86947 5.83411 -0.35761
H38 -1.00650 6.87460 -1.59489
H39 -2.68556 5.44980 -2.72673
H40 -2.51041 2.99835 -2.60724
H41 0.21021 2.67851 -3.82292
H42 -0.20816 2.43278 -6.22901
H43 -1.40838 0.43531 -7.09009
H44 -2.14180 -1.33726 -5.51183
H45 -1.71030 -1.09624 -3.11902
O3 1.89949 2.28274 1.52781
S1 2.34832 2.58573 2.97963
C50 3.50647 3.95522 2.94926
C51 3.18833 4.66795 4.26333
C52 1.67855 4.91568 4.20645
C53 1.04409 3.59504 3.73539
H46 3.29618 4.58722 2.08147
H47 4.52166 3.55989 2.89463
H48 3.76154 5.58629 4.37978
H49 3.43313 4.01369 5.10709
H50 1.46318 5.70653 3.48877
H51 1.28642 5.23146 5.17176
H52 0.29831 3.72197 2.95328
H53 0.63197 2.99481 4.54498
C54 4.25399 2.26943 0.28203
P1 3.24186 1.37863 -0.89407
C55 2.97806 2.64619 -2.13911
C56 4.44010 0.22801 -1.58236
H54 5.18208 2.53259 -0.23151
H55 4.47677 1.63804 1.14732
H56 3.73661 3.16022 0.61432
H57 3.96091 2.99791 -2.46282
H58 2.42969 3.47744 -1.69279
H59 2.42151 2.28587 -2.99291
H60 4.94192 0.74184 -2.40381
H61 4.01012 -0.69890 -1.94136
H62 5.16809 -0.02225 -0.80577

Results of the Mulliken charge analysis, in e, for atoms 1 through 99: 3.04, -1.26, 1.23, -0.87, -0.99, -0.81, 1.04, -1.72, -0.44, 2.04, -1.32, -0.64, 0.36, -0.97, -1.28, -0.76, -0.39, 0.55, -0.03, -0.66, 1.31, -0.63, 1.07, -1.01, -0.99, -0.87, -0.29, 0.97, -1.60, 0.56, 0.38, -0.16, 0.51, 0.47, 0.53, 1.14, -0.49, 0.79, 0.67, 0.53, 0.65, -0.88, 0.73, 0.69, 0.45, 0.47, 0.49, 0.61, 0.60, -1.05, -2.38, -0.39, 2.37, 0.46, -0.93, -0.75, -0.94, -0.69, 0.41, 0.48, -0.51, -0.67, -0.66, -0.66, -0.79, 2.52, -0.13, -0.34, -0.74, -0.80, -0.84, -0.44, 0.34, -0.31, -1.09, -0.83, -0.66, -0.04, 0.82, 1.18, 1.02, -1.11, 0.41, 0.45, 0.42, 0.46, -0.33, 0.13, 0.45, 0.39, 0.43, 0.35, -0.11, 0.50, 0.43, 0.45, 0.47, 0.44, 0.45

=====

Record 3
Molecular formula: CH8N2O
Method: DFT, the ωB97M-V functional and the def2-TZVPD basis

Calculated values
Spin multiplicity ... 1
E_HOMO ... -0.3823 hartree
Maximum force ... 5.848 eV/A
Lowest unoccupied orbital energy ... 0.51 eV

Geometry (Å):
N1 2.15148 -0.38960 0.26957
H1 2.24726 0.61046 0.31886
H2 1.80184 -0.76089 1.12845
H3 1.55426 -5.04217 -1.50503
H4 1.70085 -0.70233 -0.59317
N2 -1.21762 0.53585 -1.21058
C1 -1.25356 0.32414 0.08848
O1 -0.52462 0.85630 1.01756
H5 -0.61885 1.35448 -1.35881
H6 1.04470 -5.13800 -0.95337
H7 0.10489 0.01043 0.34966
H8 -1.82855 -0.57799 0.37146

The molecule's Mulliken atomic charges, reported in e, are given here: -0.81, 0.28, 0.30, 0.01, 0.29, -0.58, 0.20, -0.46, 0.24, -0.01, 0.14, 0.39

=====

Record 4
Molecular formula: CH3PS
Method: DFT, the ωB97M-V functional and the def2-TZVPD basis

Calculated values
Spin multiplicity ... 3
E_HOMO (alpha / beta) ... -0.2381 / -0.3568 hartree
Maximum force ... 5.688 eV/A
⟨S²⟩ ... 2.012
Lowest unoccupied orbital energy (alpha / beta) ... 0.96 / -2.56 eV

Geometry (Å):
C1 0.75705 0.48246 0.00279
P1 -0.55673 -0.51115 -0.12318
S1 -2.40329 0.15025 -0.06629
H1 0.66796 1.63926 -0.13184
H2 1.73685 0.14229 0.11064
H3 -0.20183 -1.90311 0.20788

The molecule's Mulliken atomic charges, reported in e, are given here: -0.61, 0.13, -0.24, 0.27, 0.36, 0.09

=====

Record 5
Molecular formula: C18H15BCl4F4N2OV
Method: DFT, the ωB97M-V functional and the def2-TZVPD basis

Calculated values
Spin multiplicity ... 3
E_HOMO (alpha / beta) ... -0.1237 / -0.1792 hartree
Maximum force ... 2.996 eV/A
⟨S²⟩ ... 2.117
Lowest unoccupied orbital energy (alpha / beta) ... 2.68 / 2.38 eV
Total charge ... -1

Geometry (Å):
V1 -0.62936 -0.35635 0.81727
Cl1 -0.78522 2.18789 3.37304
C1 -0.97680 0.65062 4.21073
Cl2 -1.73875 -0.62096 3.19867
H1 -1.62538 0.81459 5.06215
H2 0.00248 0.29162 4.50609
Cl3 -2.23981 -0.09807 -2.70228
C2 -1.18773 -1.32980 -2.10158
C3 -0.35021 -2.00417 -2.97155
C4 0.50369 -2.98372 -2.50546
Cl4 1.51029 -3.83425 -3.64885
C5 0.57271 -3.31391 -1.13326
C6 1.46315 -4.23387 -0.55435
C7 1.46904 -4.40729 0.81054
C8 0.58587 -3.67353 1.60148
N1 -0.29265 -2.82409 1.09264
C9 -0.30511 -2.63859 -0.24224
C10 -1.23104 -1.62391 -0.71408
O1 -2.14615 -1.14257 0.11514
H3 -0.37212 -1.76055 -4.02458
H4 2.14685 -4.78263 -1.18754
H5 2.16850 -5.08541 1.27945
H6 0.59249 -3.76023 2.68028
F1 3.07035 -1.62205 2.52119
B1 2.03701 -0.84878 3.00399
F2 2.47591 0.28146 3.68302
F3 1.17090 -1.59135 3.81927
F4 1.24994 -0.37104 1.85547
C11 -2.77436 2.75893 -0.02292
C12 -1.54513 3.02747 -0.84643
C13 -1.49494 4.07834 -1.75013
C14 -0.36034 4.32647 -2.50875
C15 0.75894 3.52230 -2.34683
C16 0.75217 2.46322 -1.45247
C17 1.94933 1.57736 -1.25639
C18 -0.41877 2.18858 -0.71426
N2 -0.44123 1.08450 0.09775
H7 -3.66218 3.17758 -0.49899
H8 -2.67623 3.20203 0.97110
H9 -2.91107 1.68510 0.10682
H10 -2.36891 4.70963 -1.87523
H11 -0.35036 5.13485 -3.22984
H12 1.65391 3.71767 -2.92811
H13 2.76164 1.86350 -1.92547
H14 1.68612 0.53284 -1.43993
H15 2.30252 1.63055 -0.22462

The molecule's Mulliken atomic charges, reported in e, are given here: 0.72, -0.14, -0.25, -0.08, 0.40, 0.15, -0.21, 0.21, -0.68, 0.76, -0.31, 0.15, -0.84, -0.61, -0.57, -0.44, 1.22, 0.21, -0.78, 0.44, 0.39, 0.39, 0.42, -0.38, 0.34, -0.36, -0.39, -0.11, -1.32, 0.91, -0.73, -0.70, -0.85, 1.02, -1.20, -0.34, -0.13, 0.41, 0.23, 0.17, 0.37, 0.38, 0.34, 0.40, 0.10, 0.28

=====

Record 6
Molecular formula: C5H6CuMgO4
Method: DFT, the ωB97M-V functional and the def2-TZVPD basis

Calculated values
Spin multiplicity ... 2
E_HOMO (alpha / beta) ... -0.2031 / -0.1995 hartree
Maximum force ... 7.136 eV/A
⟨S²⟩ ... 0.815
Lowest unoccupied orbital energy (alpha / beta) ... -2.16 / -2.16 eV

Geometry (Å):
O1 -2.60041 -1.20461 -1.37758
C1 -1.84767 -0.61706 -0.55822
O2 -2.28102 -0.06223 0.48268
O3 -0.55745 -0.53387 -0.89801
C2 0.27948 0.58622 -0.58171
Cu1 -4.62190 -0.94641 -0.03156
H1 -0.47848 1.38525 -0.47570
H2 0.73101 1.08834 0.28625
C3 1.61015 0.70670 -1.65099
C4 2.21267 -0.39929 -0.90114
H3 1.61665 1.79613 -1.79161
H4 1.47670 0.38404 -2.69518
Mg1 4.90352 1.24279 0.05872
O4 3.82427 -0.09780 0.84270
C5 2.68483 -0.63351 0.37394
H5 3.01395 -1.31866 -1.13112
H6 1.87618 -0.69595 1.12565

The molecule's Mulliken atomic charges, reported in e, are given here: -0.75, 0.73, -0.71, -0.16, -0.76, 0.72, 0.42, 0.40, -0.31, -0.41, 0.35, 0.23, -0.09, -0.41, 0.17, 0.20, 0.38

=====

Repeat the third record exactly.
Molecular formula: CH8N2O
Method: DFT, the ωB97M-V functional and the def2-TZVPD basis

Calculated values
Spin multiplicity ... 1
E_HOMO ... -0.3823 hartree
Maximum force ... 5.848 eV/A
Lowest unoccupied orbital energy ... 0.51 eV

Geometry (Å):
N1 2.15148 -0.38960 0.26957
H1 2.24726 0.61046 0.31886
H2 1.80184 -0.76089 1.12845
H3 1.55426 -5.04217 -1.50503
H4 1.70085 -0.70233 -0.59317
N2 -1.21762 0.53585 -1.21058
C1 -1.25356 0.32414 0.08848
O1 -0.52462 0.85630 1.01756
H5 -0.61885 1.35448 -1.35881
H6 1.04470 -5.13800 -0.95337
H7 0.10489 0.01043 0.34966
H8 -1.82855 -0.57799 0.37146

The molecule's Mulliken atomic charges, reported in e, are given here: -0.81, 0.28, 0.30, 0.01, 0.29, -0.58, 0.20, -0.46, 0.24, -0.01, 0.14, 0.39